# 1
13
Properties=species:S:1:pos:R:3:nbo_charge:R:1 method="wB97M-V/def2-TZVPD" max_force_ha_per_bohr=0.123 e_lumo_ev="-8.11 / -17.52" total_energy_ev=-8311.4404 spin_multiplicity=2 charge=+2
O 0.133 -0.742 -0.495 -0.74
H -0.970 -0.502 -0.181 0.52
H 0.358 0.201 -0.832 0.49
H 0.672 -0.566 0.554 0.51
O 1.078 -0.162 1.908 -0.82
H 0.818 -1.095 2.025 0.52
H 1.990 -0.038 2.178 0.55
O 0.938 1.574 -1.659 -0.40
H 1.497 1.331 -2.309 0.52
H 1.383 2.183 -1.166 0.52
O -2.327 -0.465 -0.087 -0.76
H -2.720 -0.721 0.737 0.54
H -2.850 -0.999 -0.673 0.54

***

# 2
14
Properties=species:S:1:pos:R:3:nbo_charge:R:1 method="wB97M-V/def2-TZVPD" max_force_ha_per_bohr=0.142 e_lumo_ev="0.51 / -0.22" total_energy_ev=-8262.5644 charge=0 smiles="CC/[N+]([O-])=N/C"
C 2.298 -0.058 0.323 -0.60
C 1.043 -0.427 -0.463 -0.27
N -0.082 0.411 -0.191 0.25
O -0.178 1.622 -0.140 -0.34
N -1.386 -0.639 -0.072 -0.26
C -2.616 -0.002 0.187 -0.52
H 2.749 0.973 0.238 0.23
H 2.004 -0.243 1.461 0.21
H 3.027 -0.716 0.159 0.21
H 1.200 -0.292 -1.485 0.21
H 0.783 -1.390 -0.485 0.24
H -3.333 -0.549 -0.378 0.22
H -2.567 1.029 -0.434 0.20
H -2.941 0.281 1.279 0.22

***

# 3
22
Properties=species:S:1:pos:R:3:nbo_charge:R:1 method="wB97M-V/def2-TZVPD" max_force_ha_per_bohr=0.059 e_lumo_ev="-6.77 / -7.01" total_energy_ev=-19215.1264 spin_multiplicity=2 charge=+1
C -1.956 -1.685 -0.010 -0.69
C -1.813 -0.183 -0.025 0.39
C -1.990 0.557 -1.159 -0.48
N -1.272 0.325 1.182 -0.82
H -2.385 -2.038 -0.952 0.23
H -0.990 -2.197 0.168 0.29
H -2.646 -1.960 0.799 0.26
H -1.789 1.626 -1.144 0.24
H -2.393 0.112 -2.080 0.26
H -1.964 0.547 1.856 0.42
H -0.705 1.129 0.954 0.36
H -0.019 0.655 -1.660 0.21
C 1.925 -0.111 0.693 -0.25
C 2.324 1.274 0.346 -0.63
S 0.915 2.318 0.014 0.32
N 1.493 -0.968 -0.389 -0.76
H 1.157 -0.086 1.479 0.21
H 2.811 -0.602 1.116 0.23
H 3.044 1.217 -0.492 0.27
H 2.884 1.677 1.211 0.26
H 2.367 -1.274 -0.861 0.38
H 1.003 -0.335 -1.046 0.31

***

# 4
144
Properties=species:S:1:pos:R:3:mulliken_charge:R:1 method="wB97M-V/def2-TZVPD" max_force_ha_per_bohr=0.061 e_lumo_ev="-2.58 / -6.82" total_energy_ev=-54480.1439 spin_multiplicity=2 charge=+1
C 16.374 22.188 -2.842 -1.33
C 16.456 20.626 -2.941 -0.45
N 15.143 20.044 -3.399 -0.14
C 15.330 18.585 -3.551 -0.28
C 16.081 18.252 -4.827 -1.37
C 14.138 20.338 -2.350 -0.30
C 12.794 19.767 -2.785 -0.92
H 15.792 22.460 -3.723 0.32
H 17.422 22.450 -2.988 0.42
H 15.996 22.547 -1.885 0.30
H 17.382 20.309 -3.421 0.44
H 16.683 20.414 -1.896 0.31
H 15.703 18.068 -2.667 0.27
H 14.327 18.229 -3.789 0.32
H 17.171 18.259 -4.847 0.35
H 15.795 17.227 -5.063 0.43
H 15.829 18.785 -5.744 0.32
H 14.023 21.419 -2.440 0.23
H 14.522 20.098 -1.359 0.40
H 11.976 20.454 -2.566 -0.14
H 12.597 18.832 -2.261 0.40
H 12.550 19.631 -3.839 0.44
C 5.263 17.965 -4.469 -0.58
C 6.702 18.546 -4.414 -1.07
N 6.825 19.794 -3.577 0.96
C 5.983 20.905 -4.080 -0.65
C 5.003 21.514 -3.029 -0.75
C 8.235 20.165 -3.408 -1.07
C 8.458 21.402 -2.547 -0.34
H 4.404 18.615 -4.639 0.01
H 4.926 17.310 -3.667 0.32
H 5.249 17.346 -5.367 0.18
H 7.296 17.667 -4.166 0.50
H 7.083 18.816 -5.399 0.44
H 6.563 21.678 -4.584 0.08
H 5.293 20.648 -4.883 0.25
H 5.406 21.854 -2.076 0.47
H 4.597 22.457 -3.396 0.27
H 4.079 20.958 -2.869 -0.27
H 8.631 20.401 -4.396 0.33
H 8.828 19.311 -3.083 0.60
H 8.145 22.311 -3.062 0.13
H 9.544 21.324 -2.592 -0.07
H 8.104 21.401 -1.516 0.23
C 4.907 22.561 -7.264 -0.51
C 4.886 24.033 -7.837 -0.93
N 5.767 24.922 -6.996 0.02
C 5.423 25.187 -5.564 0.24
C 4.137 26.012 -5.448 -1.50
C 7.172 24.677 -7.179 -0.11
C 7.519 24.694 -8.663 -1.43
H 4.646 22.448 -6.212 -0.11
H 5.860 22.051 -7.403 0.26
H 4.260 21.891 -7.831 0.54
H 5.122 24.097 -8.899 0.42
H 3.929 24.533 -7.690 0.29
H 5.455 24.276 -4.967 -0.34
H 6.236 25.713 -5.064 0.45
H 4.390 27.049 -5.669 0.36
H 3.378 25.884 -6.220 0.37
H 3.628 25.886 -4.493 0.39
H 7.521 23.802 -6.630 0.06
H 7.637 25.464 -6.586 0.48
H 7.026 25.483 -9.231 0.39
H 7.115 23.875 -9.259 0.30
H 8.582 24.636 -8.896 0.40
C 1.786 19.221 -1.337 -0.67
C 0.434 19.406 -1.944 -1.27
N 0.426 20.413 -2.962 0.12
C 0.653 21.754 -2.413 -0.20
C 0.599 22.822 -3.529 -1.29
C 1.289 20.088 -4.119 0.60
C 0.826 18.924 -4.848 -1.95
H 2.422 18.566 -1.933 0.25
H 1.607 18.753 -0.369 0.42
H 2.329 20.145 -1.138 0.34
H 0.101 18.427 -2.288 0.35
H -0.306 19.824 -1.262 0.50
H 1.516 21.823 -1.750 0.28
H -0.170 22.106 -1.791 0.35
H -0.109 22.418 -4.252 0.37
H 1.590 22.834 -3.982 0.16
H 0.541 23.869 -3.231 0.42
H 1.340 20.865 -4.882 0.50
H 2.348 20.014 -3.875 -0.43
H 1.444 18.797 -5.737 0.52
H 1.005 18.016 -4.272 0.31
H -0.193 18.888 -5.233 0.29
C 3.789 15.247 -8.336 -1.24
C 2.321 14.942 -8.493 -0.48
N 1.517 16.209 -8.562 0.57
C 1.777 17.169 -9.663 -0.69
C 1.534 16.579 -11.022 -1.04
C 0.180 15.950 -8.104 -0.48
C -0.834 17.119 -8.180 -0.98
H 4.346 14.310 -8.344 0.40
H 3.837 15.673 -7.334 0.28
H 4.276 15.825 -9.121 0.36
H 2.103 14.413 -9.421 0.36
H 2.054 14.346 -7.621 0.48
H 1.104 18.025 -9.624 0.34
H 2.758 17.641 -9.601 0.44
H 1.955 17.308 -11.714 0.37
H 1.886 15.576 -11.266 0.29
H 0.460 16.431 -11.133 0.33
H 0.219 15.631 -7.063 0.47
H -0.139 14.992 -8.515 0.43
H -0.651 17.603 -7.220 0.11
H -1.884 16.825 -8.156 0.38
H -0.797 17.851 -8.987 0.37
C 11.913 26.749 -4.548 -1.10
C 11.691 27.031 -3.070 -0.58
N 10.493 26.228 -2.636 0.23
C 9.967 26.823 -1.424 -0.74
C 8.500 26.270 -1.197 -1.09
C 10.629 24.738 -2.625 0.30
C 11.653 24.259 -1.704 -0.88
H 10.951 26.474 -4.980 0.19
H 12.626 25.957 -4.780 0.25
H 12.187 27.732 -4.930 0.40
H 12.480 26.946 -2.323 0.47
H 11.349 28.043 -2.850 0.43
H 10.710 26.797 -0.627 0.49
H 9.921 27.911 -1.474 0.46
H 7.877 26.714 -1.974 0.24
H 8.453 25.184 -1.284 0.19
H 8.128 26.504 -0.200 0.39
H 10.791 24.291 -3.606 0.42
H 9.748 24.176 -2.315 -0.79
H 11.750 23.187 -1.877 0.11
H 11.281 24.510 -0.710 0.31
H 12.649 24.628 -1.946 0.30
C 6.533 16.902 -0.840 0.22
O 7.011 15.739 -0.703 -0.68
N 5.634 17.470 -0.018 0.08
C 4.952 18.706 -0.335 -0.36
C 5.178 16.861 1.274 -1.01
H 6.820 17.565 -1.671 0.33
H 3.895 18.652 -0.075 0.19
H 4.991 18.888 -1.409 -0.10
H 5.441 19.515 0.210 0.27
H 4.128 16.581 1.189 0.29
H 5.763 15.952 1.409 0.37
H 5.475 17.580 2.037 0.34

***

# 5
11
Properties=species:S:1:pos:R:3:nbo_charge:R:1 method="wB97M-V/def2-TZVPD" max_force_ha_per_bohr=0.014 e_lumo_ev=-1.36 total_energy_ev=-8327.5643 charge=0
C -1.783 0.704 -0.003 -0.27
C -0.460 -1.897 -1.754 0.11
C 0.044 -1.089 -0.915 -0.54
C 0.399 -0.175 0.014 0.42
O -0.446 0.701 0.527 -0.42
C 1.740 -0.095 0.519 -0.10
C 2.897 -0.129 0.854 -0.08
H -1.782 1.217 -0.970 0.20
H -2.383 1.249 0.724 0.21
H -2.152 -0.315 -0.142 0.22
H 3.925 -0.171 1.147 0.25

***

# 6
19
Properties=species:S:1:pos:R:3:nbo_charge:R:1 method="wB97M-V/def2-TZVPD" max_force_ha_per_bohr=0.049 e_lumo_ev=0.66 total_energy_ev=-9472.4933 charge=0
C -0.696 1.204 2.335 -0.61
C -1.000 0.282 1.159 -0.41
C 0.117 0.355 0.110 0.04
O 1.341 -0.075 0.563 -0.80
C -0.147 -0.423 -1.142 0.19
C 0.814 -0.196 -2.274 -0.68
O 0.358 -1.998 -0.511 -0.80
H 0.294 0.961 2.732 0.23
H -0.683 2.255 2.018 0.20
H -1.436 1.102 3.137 0.21
H -1.084 -0.756 1.507 0.21
H -1.957 0.551 0.689 0.19
H 0.043 1.373 -0.368 0.16
H 1.108 -1.270 0.219 0.49
H -1.211 -0.418 -1.427 0.21
H 1.819 -0.105 -1.850 0.25
H 0.738 -1.054 -2.943 0.22
H 0.597 0.700 -2.871 0.24
H 0.982 -2.490 -1.084 0.49

***

# 7
91
Properties=species:S:1:pos:R:3:mulliken_charge:R:1 method="wB97M-V/def2-TZVPD" max_force_ha_per_bohr=0.014 e_lumo_ev=-4.60 total_energy_ev=-149166.6847 charge=+1
O 1.738 -3.834 6.562 -0.55
B 1.082 -4.013 5.374 0.47
O 0.825 -5.267 4.919 -0.44
C 0.571 -2.714 4.588 0.02
C 1.229 -1.545 4.884 -0.57
N 0.924 -0.395 4.263 0.13
C -0.036 -0.319 3.334 -0.74
C -0.758 -1.436 3.010 -0.25
C -0.474 -2.656 3.630 0.69
P -1.393 -4.236 3.189 0.34
O -2.253 -4.429 4.553 -0.42
Br -2.930 -3.462 1.793 -0.22
H 2.695 -3.926 6.501 0.33
H 0.847 -5.361 3.958 0.34
H 2.013 -1.507 5.627 0.49
H 1.441 0.442 4.505 0.31
H -0.242 0.625 2.845 0.40
H -1.523 -1.366 2.256 0.26
H -1.937 -3.909 5.301 0.40
C -0.871 5.453 -1.866 -0.63
C -1.348 4.952 -0.660 -0.55
C -1.054 3.653 -0.283 -0.54
C -0.287 2.845 -1.115 0.46
C 0.179 3.345 -2.334 0.27
C -0.110 4.652 -2.701 -0.58
C 0.977 2.491 -3.262 0.30
O 1.389 2.924 -4.313 -0.64
C 1.248 1.082 -2.847 0.44
C 1.947 0.249 -3.711 -0.75
C 2.220 -1.058 -3.344 -0.39
C 1.800 -1.536 -2.108 -0.78
C 1.100 -0.711 -1.244 -0.46
C 0.815 0.599 -1.610 0.30
C 0.038 1.462 -0.683 0.34
O -0.322 1.053 0.409 -0.66
H -1.097 6.470 -2.155 0.42
H -1.951 5.577 -0.014 0.48
H -1.416 3.256 0.655 0.49
H 0.264 5.029 -3.643 0.51
H 2.268 0.633 -4.669 0.52
H 2.752 -1.711 -4.021 0.44
H 2.017 -2.558 -1.825 0.47
H 0.763 -1.076 -0.283 0.54
C -2.786 -5.406 -4.663 -0.46
C -2.098 -4.309 -4.154 -0.63
C -0.796 -4.058 -4.552 -0.47
C -0.172 -4.909 -5.457 0.16
C -0.857 -6.018 -5.955 0.41
C -2.167 -6.259 -5.560 -0.70
C -0.200 -6.968 -6.901 0.53
O -0.797 -7.927 -7.337 -0.65
C 1.216 -6.698 -7.283 0.21
C 1.867 -7.591 -8.123 -0.56
C 3.178 -7.353 -8.501 -0.49
C 3.842 -6.219 -8.047 -0.52
C 3.199 -5.328 -7.205 -0.49
C 1.887 -5.566 -6.814 0.23
C 1.223 -4.610 -5.887 0.38
O 1.796 -3.617 -5.484 -0.64
H -3.806 -5.595 -4.357 0.39
H -2.582 -3.647 -3.448 0.45
H -0.253 -3.204 -4.171 0.59
H -2.689 -7.116 -5.962 0.49
H 1.339 -8.466 -8.474 0.48
H 3.684 -8.051 -9.154 0.40
H 4.863 -6.033 -8.349 0.41
H 3.706 -4.444 -6.843 0.48
C 1.222 4.959 2.160 -0.62
C 0.989 3.715 2.739 -0.11
C 0.147 3.610 3.832 -0.15
C -0.462 4.739 4.358 -0.16
C -0.215 5.986 3.790 0.34
C 0.623 6.091 2.685 -0.79
C -0.831 7.223 4.362 0.56
O -0.623 8.304 3.861 -0.64
C -1.700 7.070 5.564 0.16
C -2.245 8.207 6.145 -0.57
C -3.064 8.091 7.255 -0.50
C -3.350 6.838 7.786 -0.51
C -2.807 5.700 7.214 -0.55
C -1.975 5.811 6.107 0.20
C -1.381 4.580 5.525 0.40
O -1.618 3.476 5.972 -0.70
H 1.872 5.044 1.299 0.47
H 1.463 2.834 2.322 0.31
H -0.062 2.652 4.292 0.56
H 0.797 7.065 2.248 0.52
H -2.019 9.176 5.721 0.48
H -3.485 8.978 7.708 0.41
H -3.995 6.751 8.649 0.41
H -3.019 4.721 7.621 0.46

***

# 8
15
Properties=species:S:1:pos:R:3:nbo_charge:R:1 method="wB97M-V/def2-TZVPD" max_force_ha_per_bohr=0.046 e_lumo_ev=0.56 total_energy_ev=-9302.6258 charge=0 smiles=C[C@](O)(C#N)CN
C 0.679 1.242 -0.885 -0.65
C 0.513 -0.062 -0.088 0.24
O 0.371 -0.081 1.602 -0.86
C 1.676 -0.913 0.046 0.22
N 2.423 -1.434 0.760 -0.25
C -0.807 -0.782 -0.447 -0.24
N -1.817 0.016 0.219 -0.85
H 1.559 1.790 -0.555 0.23
H -0.226 1.839 -0.764 0.25
H 0.794 1.074 -1.974 0.24
H 0.813 0.323 2.383 0.51
H -0.735 -1.834 -0.133 0.19
H -1.020 -0.796 -1.532 0.21
H -1.500 0.051 1.187 0.40
H -2.722 -0.433 0.180 0.36

***

# 9
10
Properties=species:S:1:pos:R:3:nbo_charge:R:1 method="wB97M-V/def2-TZVPD" max_force_ha_per_bohr=0.102 e_lumo_ev=-0.74 total_energy_ev=-14577.3630 charge=0 smiles="C[SiH2][N+](=O)[O-]"
C 1.193 0.278 0.633 -1.08
Si -0.172 0.501 -0.637 1.17
N -1.486 -0.772 -0.132 0.21
O -2.719 -0.691 -0.306 -0.33
O -0.980 -1.840 0.496 -0.42
H 1.578 -0.666 0.366 0.25
H 1.910 1.096 0.566 0.25
H 0.754 0.168 1.626 0.25
H 0.726 0.057 -1.743 -0.15
H -0.804 1.869 -0.869 -0.14

***

# 10
14
Properties=species:S:1:pos:R:3:nbo_charge:R:1 method="wB97M-V/def2-TZVPD" max_force_ha_per_bohr=0.042 e_lumo_ev=1.03 total_energy_ev=-6792.8816 charge=0 smiles="C=CNC.O"
C 0.021 -0.661 0.150 -0.52
C -0.474 0.536 -0.162 0.03
N -0.112 1.402 -1.192 -0.65
C -1.261 1.721 -2.120 -0.42
H 1.058 -0.929 -0.081 0.18
H -0.309 -1.175 1.050 0.20
H -1.338 0.923 0.361 0.18
H 0.772 1.431 -1.662 0.38
H -2.011 0.956 -1.966 0.21
H -0.983 1.579 -3.184 0.20
H -1.430 2.779 -1.943 0.21
O 1.586 -2.487 2.946 -0.93
H 0.857 -3.009 2.580 0.47
H 1.865 -1.976 2.173 0.47

***

# 11
24
Properties=species:S:1:pos:R:3:nbo_charge:R:1 method="wB97M-V/def2-TZVPD" max_force_ha_per_bohr=0.066 e_lumo_ev="0.40 / 0.40" total_energy_ev=-16467.6417 charge=0 smiles="CC(C)[C@@H]1N(C)N=CN1[N+](=O)[O-]"
C 1.636 0.654 0.459 -0.61
C 0.786 -0.611 0.569 -0.25
C -0.095 -0.571 1.816 -0.62
C -0.058 -0.780 -0.696 0.15
N -1.189 0.120 -0.803 -0.30
C -1.096 1.260 -1.683 -0.40
N -2.368 -0.557 -0.862 -0.23
C -2.188 -1.806 -0.719 0.16
N -0.848 -2.161 -0.617 -0.28
N -0.284 -3.368 -0.762 0.65
O -1.036 -4.318 -0.752 -0.41
O 0.923 -3.389 -0.867 -0.41
H 1.010 1.541 0.506 0.20
H 2.198 0.665 -0.472 0.21
H 2.344 0.690 1.282 0.22
H 1.457 -1.474 0.615 0.23
H 0.502 -0.306 2.683 0.22
H -0.558 -1.537 2.002 0.21
H -0.883 0.169 1.694 0.22
H 0.574 -0.804 -1.594 0.20
H -2.068 1.746 -1.686 0.23
H -0.346 1.954 -1.308 0.20
H -0.835 0.967 -2.705 0.18
H -2.966 -2.540 -0.676 0.23

***

# 12
15
Properties=species:S:1:pos:R:3:nbo_charge:R:1 method="wB97M-V/def2-TZVPD" max_force_ha_per_bohr=0.086 e_lumo_ev=-3.63 total_energy_ev=-7828.8807 charge=+1
C 1.009 -0.294 0.110 -0.12
C -0.162 -1.441 0.295 -0.10
C 1.057 -1.174 -1.036 -0.07
C -0.302 -1.160 -1.371 -0.20
C -0.965 -0.320 -0.344 -0.12
C -0.316 1.477 1.167 -0.45
N 0.017 0.741 -0.013 -0.36
H 1.797 -0.078 0.953 0.29
H 1.872 -1.962 -1.225 0.32
H -0.793 -2.015 -1.966 0.31
H -2.046 -0.022 -0.380 0.29
H 0.647 1.860 1.707 0.26
H -1.239 2.186 1.024 0.27
H -0.622 0.784 1.895 0.24
H 0.045 1.418 -0.815 0.44